42
Properties=species:S:1:pos:R:3 method="wB97M-V/def2-TZVPD" total_charge=0 max_force_ev_per_a=1.66 smiles="O=C(CSc1nnc(CNC(=O)c2ccccc2)o1)NCc1ccco1" e_above_lowest_kj_mol=92.0 orbital_gap_ha=0.336 homo_energy_ev=-8.631
S 1.256 3.600 -1.830
O 0.736 3.831 1.996
O 0.298 1.144 -2.287
O -0.437 -3.496 -1.013
O 3.346 0.207 0.051
N 2.453 2.934 0.829
N -0.982 0.805 -0.539
N -0.436 2.030 -0.409
N -1.792 -1.713 -1.294
C 2.766 1.853 1.747
C -3.370 -5.056 1.667
C 2.519 0.544 1.072
C 2.904 -0.963 -0.445
C -0.908 -1.029 -2.201
C -3.648 -2.780 2.378
C 1.360 3.708 0.972
C -2.307 -3.276 0.447
C -3.918 -4.129 2.538
C -2.558 -4.632 0.630
C -2.847 -2.349 1.335
C -0.542 0.296 -1.641
C 0.993 4.515 -0.278
C 1.548 -0.402 1.215
C 1.805 -1.389 0.230
C 0.312 2.208 -1.451
C -1.411 -2.857 -0.663
H -3.571 -6.109 1.798
H 2.897 2.876 -0.078
H 3.814 1.934 2.052
H -2.614 -1.298 1.236
H -2.112 -5.340 -0.052
H -4.549 -4.459 3.351
H 3.451 -1.383 -1.266
H 2.113 1.963 2.614
H -1.376 -0.893 -3.185
H 1.252 -2.288 0.053
H 1.617 5.406 -0.354
H -2.536 -1.162 -0.896
H -4.060 -2.060 3.069
H -0.016 -1.654 -2.325
H 0.750 -0.393 1.928
H -0.054 4.804 -0.209